A single C15H12N4O3 molecule in a non-equilibrium geometry, computed with ωB97M-V with the def2-TZVPD basis set.

Values from the calculation:
- Total charge: 0
- Energy above the lowest of the compared OMol25 structures with the same formula, charge and spin: 0.011 eV
- Orbital gap: 8.51 eV
- Structure (SMILES): COCc1cc2cc(-n3cc(C(=O)O)cn3)cc(C#N)c2[nH]1
- E: -27851.598 eV

Geometry as XYZ:
```
34
C15H12N4O3 ωB97M-V with the def2-TZVPD basis set
C -4.157 -5.050 -1.004
O -3.529 -3.767 -0.941
C -2.127 -3.885 -0.991
C -1.476 -2.567 -0.744
C -0.237 -2.407 -0.227
C -0.007 -0.974 -0.069
C 1.081 -0.262 0.425
C 0.984 1.155 0.480
N 2.116 1.929 0.859
C 2.279 3.301 0.628
C 3.520 3.598 1.114
C 4.183 4.899 1.295
O 5.310 4.940 1.762
O 3.476 5.991 0.934
C 4.140 2.338 1.478
N 3.268 1.360 1.331
C -0.195 1.783 0.068
C -1.298 1.041 -0.338
C -2.535 1.653 -0.700
N -3.580 2.056 -1.027
C -1.180 -0.336 -0.462
N -2.041 -1.326 -0.908
H -3.649 -5.792 -0.367
H -4.169 -5.469 -1.997
H -5.180 -4.992 -0.660
H -1.722 -4.587 -0.274
H -1.811 -4.220 -1.987
H 0.481 -3.207 -0.054
H 1.964 -0.760 0.817
H 1.506 3.972 0.286
H 2.663 5.659 0.589
H 5.143 2.206 1.869
H -0.274 2.850 0.096
H -2.951 -1.133 -1.276
```

Mulliken atomic charges, in units of e: -0.76 -0.33 -0.36 0.39 -1.34 1.27 -0.59 1.37 0.71 -0.09 0.21 0.42 -0.56 -0.47 -0.43 -1.11 -0.89 -0.25 -0.23 -0.55 -0.31 -0.14 0.30 0.31 0.27 0.38 0.28 0.38 0.45 0.20 0.31 0.49 0.45 0.24